(1)
C5H9NO in the gas phase in a non-equilibrium geometry, computed with ωB97M-V with the def2-TZVPD basis set.

Output
- Spin multiplicity: 1
- SMILES: C[C@@H](O)[C@@H](C)C#N

Element x y z (Å)
O -0.511 -1.595 0.972
N 0.166 2.755 -0.849
C -1.662 -0.133 -0.606
C 0.599 0.546 0.506
C -0.762 -0.253 0.621
C 0.384 1.797 -0.237
C 1.760 -0.275 -0.111
H -1.925 0.912 -0.791
H -0.055 -2.015 0.230
H -1.293 0.156 1.486
H 2.161 0.173 -1.021
H -2.589 -0.693 -0.449
H 2.577 -0.399 0.604
H 1.442 -1.285 -0.373
H -1.175 -0.525 -1.507
H 0.882 0.835 1.525

---

(2)
2 unconnected molecules or ions with the total composition C5H9NO in a non-equilibrium geometry, computed with ωB97M-V with the def2-TZVPD basis set.

Output
- Spin multiplicity: 1
- SMILES: Cc1cc[nH]c1.O

Element x y z (Å)
O -1.449 -2.493 0.833
N 1.960 -0.111 0.276
C 0.219 -0.159 -1.077
C -0.129 0.620 0.091
C -1.310 1.568 0.112
C 1.511 -0.553 -0.923
C 0.967 0.629 0.906
H 1.293 1.235 1.730
H -1.194 -2.977 0.025
H -1.967 1.349 -0.728
H -1.583 -1.592 0.475
H 2.856 -0.222 0.701
H -0.976 2.595 -0.038
H -0.532 -0.406 -1.806
H -1.832 1.520 1.067
H 2.167 -1.003 -1.643

---

(3)
2 unconnected molecules or ions with the total composition C5H9NO, computed with ωB97M-V with the def2-TZVPD basis set.

Output
- Spin multiplicity: 1
- SMILES: C=C1CN2C[C@@H]12.O

Element x y z (Å)
O 2.013 1.855 0.326
N -1.099 0.952 -0.068
C 1.260 -1.575 -0.102
C -0.282 0.294 -1.143
C -0.658 -0.132 0.884
C 0.248 -0.719 -0.141
C -2.044 -0.066 0.373
H -0.415 0.076 1.922
H 2.068 0.890 0.361
H 1.096 2.042 0.569
H 1.850 -1.794 -0.988
H 0.489 0.980 -1.503
H -0.880 -0.076 -1.983
H -2.807 0.308 1.050
H -2.385 -0.816 -0.341
H 1.526 -2.090 0.818

---

(4)
2 unconnected molecules or ions with the total composition C5H9NO, computed with ωB97M-V with the def2-TZVPD basis set.

Output
- Spin multiplicity: 1
- SMILES: C=CNC(=O)C=C.[H][H]

Element x y z (Å)
O -0.306 2.393 -0.076
N 0.729 0.584 0.776
C -1.507 0.344 -0.220
C 2.086 -1.322 1.390
C -0.338 1.196 0.155
C -2.457 0.865 -0.990
C 0.937 -0.776 1.000
H -2.363 1.893 -1.327
H 1.068 -0.770 -2.106
H -3.327 0.291 -1.292
H -1.576 -0.682 0.127
H 2.143 -2.392 1.547
H 1.496 1.219 0.958
H 2.984 -0.733 1.560
H 0.065 -1.398 0.839
H 0.366 -0.710 -2.342

---

(5)
C5H9NO in the gas phase, computed with ωB97M-V with the def2-TZVPD basis set.

Output
- Spin multiplicity: 1
- SMILES: C=NC[C@H](C)C=O

Element x y z (Å)
O 0.402 1.848 2.050
N -1.675 -0.098 -0.033
C 2.091 -0.136 0.049
C -0.360 -0.583 -0.409
C 0.665 0.417 0.122
C 0.273 0.757 1.553
C -2.573 -0.075 -0.919
H 2.344 -0.412 -0.982
H 2.818 0.606 0.389
H -2.409 -0.451 -1.937
H -0.196 -1.555 0.077
H -3.554 0.333 -0.677
H -0.151 -0.092 2.133
H 2.197 -1.034 0.669
H -0.247 -0.730 -1.496
H 0.603 1.351 -0.449

---

(6)
C5H9NO in the gas phase in a non-equilibrium geometry, computed with ωB97M-V with the def2-TZVPD basis set.

Output
- Spin multiplicity: 1
- SMILES: C[C@@H]1[C@H](C)[C@H]1N=O

Element x y z (Å)
O 0.634 2.753 2.021
N 0.084 2.359 1.057
C -0.766 -1.492 0.861
C 0.806 -0.348 -1.760
C -0.866 0.000 0.314
C 0.385 0.807 0.693
C 0.043 0.481 -0.731
H -0.221 1.464 -1.151
H 0.087 -0.581 -2.434
H 1.067 0.296 1.313
H -1.320 -1.284 1.768
H 1.620 0.196 -2.261
H 1.279 -1.303 -1.527
H 0.242 -1.681 1.166
H -1.231 -2.130 0.125
H -1.842 0.463 0.546

---

(7)
A molecular structure, C5H9NO in a non-equilibrium geometry, computed with ωB97M-V with the def2-TZVPD basis set.

Output
- Spin multiplicity: 1

Element x y z (Å)
O -1.088 1.158 1.718
N -1.276 -0.135 -0.743
C 0.804 1.549 -0.516
C 1.274 -0.859 0.018
C 0.163 0.217 -0.144
C -1.619 -0.926 0.476
C -0.783 0.232 1.020
H 0.895 -1.879 -0.049
H -1.183 -1.940 0.466
H 1.741 -0.765 1.015
H 1.353 1.476 -1.464
H 2.094 -0.746 -0.704
H -2.638 -0.966 0.877
H 1.543 1.863 0.242
H 0.048 2.330 -0.578
H -1.327 -0.607 -1.633

---

(8)
2 unconnected molecules or ions with the total composition C5H9NO, computed with ωB97M-V with the def2-TZVPD basis set.

Output
- Spin multiplicity: 1
- SMILES: C=CNC(=O)C=C.[H][H]

Element x y z (Å)
O -1.487 -0.209 1.966
N -0.177 1.103 0.670
C 0.769 1.234 -0.340
C -0.560 -0.104 1.181
C 0.243 -1.280 0.715
C -0.327 -2.457 0.901
C 0.875 2.277 -1.141
H -0.982 -1.016 -1.894
H -1.340 -2.428 1.280
H -0.760 1.897 0.907
H 0.191 -3.395 0.757
H 1.506 0.448 -0.436
H 0.277 3.166 -0.991
H 1.234 -1.200 0.280
H 1.643 2.224 -1.896
H -1.155 -0.307 -2.032

---

(9)
C5H9NO in the gas phase, computed with ωB97M-V with the def2-TZVPD basis set.

Output
- Spin multiplicity: 1
- SMILES: C/C(O)=C1/CN1C

Element x y z (Å)
O -1.924 -1.124 1.104
N 1.168 0.342 -0.369
C 1.309 -0.982 0.302
C -1.691 1.260 0.970
C -1.160 -0.092 0.635
C 1.365 0.207 -1.818
C 0.016 -0.350 0.082
H 1.701 -1.807 -0.287
H 0.760 0.944 -2.353
H 1.090 -0.795 -2.190
H 2.418 0.387 -2.055
H -2.726 1.423 0.660
H -1.533 -1.919 0.712
H -1.031 2.029 0.561
H 1.713 -0.901 1.311
H -1.660 1.329 2.068

---

(10)
C5H9NO in the gas phase, computed with ωB97M-V with the def2-TZVPD basis set.

Output
- Spin multiplicity: 1
- SMILES: C/C(=N\O)C1CC1

Element x y z (Å)
O 0.794 1.161 2.577
N -0.202 1.077 1.608
C -0.864 0.301 -0.476
C -0.645 -0.318 -1.829
C 0.200 0.476 0.554
C -1.356 -1.096 -0.764
C 1.595 -0.055 0.370
H -2.428 -1.251 -0.838
H 1.702 -0.590 -0.576
H -1.626 1.073 -0.420
H 1.878 -0.720 1.190
H -1.233 0.081 -2.649
H 0.339 1.635 3.286
H 2.309 0.776 0.373
H 0.351 -0.641 -2.119
H -0.814 -1.908 -0.286

---

(11)
C5H9NO in the gas phase, computed with ωB97M-V with the def2-TZVPD basis set.

Output
- Spin multiplicity: 1

Element x y z (Å)
O -0.830 -2.191 -0.032
N -0.211 1.629 0.658
C 0.669 1.252 -0.423
C -0.800 -1.385 1.141
C 0.598 -0.849 1.099
C 0.168 0.631 -1.704
C 0.785 0.568 0.931
H -1.125 1.204 0.498
H -1.651 -0.690 1.076
H 0.068 -2.564 -0.070
H -0.283 1.422 -2.316
H -0.570 -0.160 -1.538
H 0.999 0.210 -2.279
H 1.652 0.926 1.485
H -0.938 -1.979 2.061
H 1.468 1.975 -0.586

---

(12)
2 unconnected molecules or ions with the total composition C5H9NO in a non-equilibrium geometry, computed with ωB97M-V with the def2-TZVPD basis set.

Output
- Spin multiplicity: 1
- SMILES: CC(C)C=O.C#N

Element x y z (Å)
O 0.973 -0.318 1.683
N 1.805 -3.552 -0.662
C -0.340 1.820 -0.831
C -0.648 0.753 0.226
C 1.713 -2.838 0.241
C 0.483 0.690 1.228
C -0.971 -0.609 -0.381
H 0.474 1.490 -1.486
H 1.590 -2.134 1.047
H -1.089 -1.370 0.396
H 0.855 1.680 1.569
H -0.046 2.773 -0.375
H -1.512 1.106 0.815
H -1.899 -0.563 -0.960
H -1.217 2.008 -1.457
H -0.170 -0.937 -1.052

---

(13)
C5H9NO2 in the gas phase in a non-equilibrium geometry, computed with ωB97M-V with the def2-TZVPD basis set.

Output
- Spin multiplicity: 1
- SMILES: N[C@]12COC[C@]1(O)C2

Element x y z (Å)
O -1.326 0.709 1.018
O 1.419 1.116 0.750
N -0.973 -1.201 -0.891
C -0.721 1.328 -0.143
C 0.589 0.653 -0.298
C 0.137 -0.862 0.001
C 1.253 -0.510 -0.941
C -0.384 -0.426 1.367
H -1.069 -1.163 1.812
H 0.313 -0.071 2.073
H 2.312 -0.565 -0.768
H -0.836 -2.101 -1.339
H 2.213 1.475 0.391
H 0.895 -0.835 -1.948
H -0.523 2.365 0.156
H -1.808 -1.149 -0.270
H -1.494 1.237 -0.968

---

(14)
C5H9NO2 in the gas phase in a non-equilibrium geometry, computed with ωB97M-V with the def2-TZVPD basis set.

Output
- Spin multiplicity: 1
- SMILES: O=C(O)[C@@H]1CCCN1

Element x y z (Å)
O 0.410 -1.536 0.965
O -0.742 -2.310 -0.721
N -0.530 0.927 0.915
C -0.790 0.136 -0.212
C 1.310 1.223 -0.415
C 0.418 1.879 0.639
C 0.169 0.659 -1.254
C -0.431 -1.391 -0.023
H 1.884 2.032 -0.912
H -0.016 2.815 0.065
H -0.304 1.408 -1.918
H -1.777 0.075 -0.511
H 1.995 0.473 -0.065
H 0.465 -0.732 1.466
H 0.527 -0.143 -1.932
H 0.882 2.192 1.515
H -1.350 1.128 1.519

---

So what do the calculations give for LUMO? Going down the list: 0.0258 0.0338 0.0332 0.0220 0.0356 0.0175 0.0330 0.0284 0.0322 0.0392 -0.0166 0.0218 0.0283 0.0258 Eh.
So what do the calculations give for HOMO? Going down the list: -10.720 -8.401 -9.279 -8.967 -9.470 -8.738 -9.425 -9.056 -8.064 -9.046 -8.528 -10.428 -8.117 -9.021 eV.
So what do the calculations give for ΔE to the lowest compared entry with this formula, charge and spin? Going down the list: 28.7 26.7 77.7 55.6 41.3 110.2 60.0 61.0 77.6 69.2 130.2 37.0 107.0 20.3 kcal/mol.